Formula: C39H39N6O3RuS
Source: the Open Molecules 2025 dataset
Level of theory: ωB97M-V/def2-TZVPD

Geometry (Å):
Ru  -1.18  0.73  0.58
O  0.75  0.46  3.81
C  -0.44  0.43  3.82
C  -1.28  0.32  5.08
C  -2.71  0.26  4.55
C  -2.50  0.51  3.10
O  -3.49  0.61  2.31
N  -1.28  0.55  2.69
H  -1.10  1.21  5.68
H  -0.98  -0.55  5.66
H  -3.38  1.00  4.99
H  -3.18  -0.71  4.68
C  5.32  0.82  0.13
C  3.82  0.77  0.20
C  3.16  -0.18  0.95
C  1.77  -0.18  1.00
N  1.02  0.70  0.35
C  1.66  1.63  -0.39
C  3.04  1.69  -0.49
H  5.76  -0.15  0.39
H  5.71  1.56  0.84
H  5.66  1.10  -0.87
H  3.70  -0.93  1.51
H  1.24  -0.93  1.57
H  1.04  2.33  -0.92
H  3.49  2.46  -1.11
C  0.65  3.49  2.16
C  -0.52  3.77  1.27
O  -1.16  2.90  0.76
C  -0.95  5.18  1.00
C  -0.22  6.27  1.43
C  -0.64  7.56  1.13
C  -1.80  7.77  0.41
C  -2.55  6.68  -0.01
C  -2.12  5.39  0.28
H  0.74  2.42  2.35
H  0.55  4.02  3.11
H  1.57  3.83  1.68
H  0.70  6.12  1.99
H  -0.05  8.41  1.46
H  -2.13  8.77  0.18
H  -3.46  6.83  -0.57
H  -2.68  4.52  -0.04
C  -1.02  -1.25  0.45
C  -0.32  -2.27  0.44
C  0.60  -3.37  0.43
C  1.13  -3.84  -0.86
C  0.27  -4.10  -1.94
C  0.75  -4.52  -3.17
C  2.11  -4.68  -3.40
C  2.99  -4.40  -2.35
C  2.51  -4.00  -1.11
C  1.15  -3.78  1.69
C  2.03  -4.90  1.85
C  2.62  -5.20  3.06
C  2.37  -4.44  4.21
C  1.46  -3.39  4.10
C  0.85  -3.08  2.90
H  -0.80  -3.99  -1.78
H  0.05  -4.75  -3.97
H  2.49  -5.00  -4.36
H  4.06  -4.49  -2.50
H  3.21  -3.77  -0.31
H  2.22  -5.53  0.99
H  3.30  -6.05  3.12
H  2.86  -4.67  5.15
H  1.22  -2.80  4.99
H  0.14  -2.26  2.84
S  -4.51  0.83  -0.03
C  -3.15  0.73  0.89
C  -2.91  -2.28  -4.39
C  -2.61  -1.06  -5.26
C  -1.14  -1.00  -5.66
C  -3.04  0.24  -4.57
N  -2.23  0.60  -3.41
C  -2.30  0.17  -2.16
N  -1.42  0.85  -1.47
N  -0.77  1.66  -2.35
N  -1.26  1.52  -3.52
H  -2.70  -3.20  -4.94
H  -3.96  -2.30  -4.07
H  -2.28  -2.28  -3.50
H  -3.22  -1.12  -6.17
H  -0.49  -0.96  -4.78
H  -0.93  -0.11  -6.27
H  -0.87  -1.88  -6.24
H  -4.07  0.18  -4.24
H  -2.94  1.07  -5.27
H  -3.00  -0.54  -1.76

Values from the calculation:
frontier orbital gap = 3.59 eV
ΔE to the lowest compared entry with this formula, charge and spin = 148.6 kJ/mol
electronic energy = -2556.86742 hartree
net charge = -1

Löwdin analysis output, partial charges in e: atom 1 (Ru): 0.97, atom 2 (O): 0.10, atom 3 (C): -0.45, atom 4 (C): -0.06, atom 5 (C): -0.06, atom 6 (C): -0.41, atom 7 (O): -0.06, atom 8 (N): 0.09, atom 9 (H): 0.12, atom 10 (H): 0.12, atom 11 (H): 0.12, atom 12 (H): 0.13, atom 13 (C): -0.05, atom 14 (C): -0.27, atom 15 (C): 0.01, atom 16 (C): -0.10, atom 17 (N): -0.02, atom 18 (C): -0.15, atom 19 (C): -0.03, atom 20 (H): 0.08, atom 21 (H): 0.08, atom 22 (H): 0.08, atom 23 (H): 0.12, atom 24 (H): 0.07, atom 25 (H): 0.08, atom 26 (H): 0.11, atom 27 (C): 0.00, atom 28 (C): -0.37, atom 29 (O): -0.04, atom 30 (C): -0.15, atom 31 (C): -0.04, atom 32 (C): -0.09, atom 33 (C): -0.09, atom 34 (C): -0.07, atom 35 (C): -0.01, atom 36 (H): 0.05, atom 37 (H): 0.10, atom 38 (H): 0.10, atom 39 (H): 0.11, atom 40 (H): 0.10, atom 41 (H): 0.10, atom 42 (H): 0.10, atom 43 (H): 0.12, atom 44 (C): -0.19, atom 45 (C): -0.20, atom 46 (C): -0.23, atom 47 (C): -0.20, atom 48 (C): -0.05, atom 49 (C): -0.13, atom 50 (C): -0.15, atom 51 (C): -0.12, atom 52 (C): -0.06, atom 53 (C): -0.21, atom 54 (C): -0.07, atom 55 (C): -0.14, atom 56 (C): -0.16, atom 57 (C): -0.13, atom 58 (C): -0.07, atom 59 (H): 0.10, atom 60 (H): 0.08, atom 61 (H): 0.08, atom 62 (H): 0.09, atom 63 (H): 0.10, atom 64 (H): 0.09, atom 65 (H): 0.08, atom 66 (H): 0.07, atom 67 (H): 0.08, atom 68 (H): 0.07, atom 69 (S): 0.54, atom 70 (C): -0.82, atom 71 (C): -0.07, atom 72 (C): -0.42, atom 73 (C): -0.08, atom 74 (C): -0.11, atom 75 (N): -0.09, atom 76 (C): -0.17, atom 77 (N): -0.09, atom 78 (N): 0.01, atom 79 (N): 0.06, atom 80 (H): 0.08, atom 81 (H): 0.08, atom 82 (H): 0.07, atom 83 (H): 0.13, atom 84 (H): 0.08, atom 85 (H): 0.08, atom 86 (H): 0.08, atom 87 (H): 0.13, atom 88 (H): 0.12, atom 89 (H): 0.09


Formula: C39H39N7O2S2SeTl
Source: the Open Molecules 2025 dataset
Level of theory: ωB97M-V/def2-TZVPD

Geometry (Å):
Tl  -0.70  0.26  -0.25
C  1.84  -2.95  0.11
N  0.41  -2.77  0.33
C  0.01  -3.39  1.57
C  -0.34  -3.13  -0.82
C  -1.10  -4.29  -0.86
C  -1.84  -4.63  -1.98
C  -1.82  -3.78  -3.08
C  -1.06  -2.62  -3.06
C  -0.30  -2.26  -1.94
N  0.40  -1.06  -1.80
C  0.97  -0.41  -2.86
C  1.26  -1.01  -4.10
C  1.80  -0.31  -5.16
C  2.12  1.03  -5.04
C  1.97  1.62  -3.79
C  1.45  0.92  -2.71
N  1.55  1.46  -1.37
C  2.85  1.09  -0.83
C  1.37  2.90  -1.24
H  2.06  -3.99  -0.18
H  2.38  -2.74  1.03
H  2.19  -2.29  -0.68
H  0.32  -4.44  1.65
H  -1.07  -3.33  1.70
H  0.49  -2.84  2.39
H  -1.11  -4.94  0.00
H  -2.43  -5.54  -2.00
H  -2.42  -4.01  -3.96
H  -1.11  -1.96  -3.90
H  1.05  -2.06  -4.23
H  1.97  -0.82  -6.10
H  2.50  1.60  -5.87
H  2.29  2.64  -3.65
H  3.66  1.53  -1.43
H  2.96  0.01  -0.84
H  2.95  1.44  0.20
H  2.22  3.47  -1.66
H  1.30  3.15  -0.18
H  0.47  3.22  -1.75
O  3.38  -0.44  1.97
C  3.28  0.42  3.00
C  4.39  0.58  3.83
C  4.34  1.43  4.91
C  3.18  2.16  5.18
C  2.09  2.01  4.35
C  2.11  1.15  3.25
C  0.92  1.02  2.36
O  0.98  0.19  1.39
N  -0.10  1.78  2.68
N  -1.18  1.61  1.84
C  -2.23  2.19  2.27
S  -2.20  3.12  3.78
C  -3.98  3.48  3.75
C  -4.42  3.58  2.30
S  -3.78  2.12  1.45
H  2.51  -0.42  1.51
H  5.28  0.00  3.60
H  5.21  1.54  5.55
H  3.14  2.83  6.03
H  1.17  2.56  4.54
H  -4.13  4.43  4.28
H  -4.52  2.69  4.27
H  -4.03  4.48  1.84
H  -5.51  3.56  2.21
Se  -3.06  -1.14  0.06
C  -3.31  -2.14  1.66
C  -3.01  -1.65  2.93
C  -3.24  -2.45  4.03
N  -3.75  -3.68  3.98
C  -4.03  -4.15  2.77
C  -3.82  -3.44  1.59
H  -2.60  -0.66  3.05
H  -3.01  -2.07  5.02
H  -4.43  -5.16  2.72
H  -4.05  -3.88  0.64
C  -2.04  1.71  -1.49
C  -1.87  1.81  -2.94
C  -2.11  0.69  -3.75
C  -1.96  0.75  -5.12
C  -1.58  1.94  -5.73
C  -1.38  3.08  -4.95
C  -1.53  3.01  -3.58
C  -1.40  2.00  -7.15
N  -1.25  2.05  -8.29
H  -2.96  1.18  -1.26
H  -2.03  2.67  -0.97
H  -2.39  -0.24  -3.27
H  -2.12  -0.13  -5.72
H  -1.11  4.01  -5.43
H  -1.39  3.91  -2.99

Values from the calculation:
frontier orbital gap = 6.28 eV
ΔE to the lowest compared entry with this formula, charge and spin = 0.0 kJ/mol
electronic energy = -5413.67856 hartree
net charge = -1

Löwdin analysis output, partial charges in e: atom 1 (Tl): 0.84, atom 2 (C): -0.06, atom 3 (N): -0.20, atom 4 (C): -0.08, atom 5 (C): -0.25, atom 6 (C): -0.05, atom 7 (C): -0.11, atom 8 (C): -0.10, atom 9 (C): -0.06, atom 10 (C): -0.28, atom 11 (N): -0.01, atom 12 (C): -0.24, atom 13 (C): -0.04, atom 14 (C): -0.10, atom 15 (C): -0.11, atom 16 (C): -0.04, atom 17 (C): -0.22, atom 18 (N): -0.23, atom 19 (C): -0.06, atom 20 (C): -0.08, atom 21 (H): 0.09, atom 22 (H): 0.08, atom 23 (H): 0.08, atom 24 (H): 0.09, atom 25 (H): 0.06, atom 26 (H): 0.09, atom 27 (H): 0.10, atom 28 (H): 0.09, atom 29 (H): 0.10, atom 30 (H): 0.09, atom 31 (H): 0.10, atom 32 (H): 0.10, atom 33 (H): 0.09, atom 34 (H): 0.10, atom 35 (H): 0.10, atom 36 (H): 0.09, atom 37 (H): 0.08, atom 38 (H): 0.08, atom 39 (H): 0.09, atom 40 (H): 0.06, atom 41 (O): 0.04, atom 42 (C): -0.27, atom 43 (C): -0.02, atom 44 (C): -0.10, atom 45 (C): -0.10, atom 46 (C): -0.03, atom 47 (C): -0.07, atom 48 (C): -0.42, atom 49 (O): -0.14, atom 50 (N): 0.01, atom 51 (N): -0.13, atom 52 (C): -0.90, atom 53 (S): 0.92, atom 54 (C): -0.54, atom 55 (C): -0.53, atom 56 (S): 0.91, atom 57 (H): 0.05, atom 58 (H): 0.11, atom 59 (H): 0.10, atom 60 (H): 0.09, atom 61 (H): 0.10, atom 62 (H): 0.07, atom 63 (H): 0.07, atom 64 (H): 0.08, atom 65 (H): 0.08, atom 66 (Se): 0.71, atom 67 (C): -0.65, atom 68 (C): -0.11, atom 69 (C): -0.16, atom 70 (N): 0.04, atom 71 (C): -0.17, atom 72 (C): -0.14, atom 73 (H): 0.09, atom 74 (H): 0.10, atom 75 (H): 0.10, atom 76 (H): 0.09, atom 77 (C): -0.23, atom 78 (C): -0.30, atom 79 (C): -0.03, atom 80 (C): -0.02, atom 81 (C): -0.25, atom 82 (C): -0.04, atom 83 (C): -0.05, atom 84 (C): -0.20, atom 85 (N): 0.13, atom 86 (H): -0.03, atom 87 (H): 0.04, atom 88 (H): 0.11, atom 89 (H): 0.12, atom 90 (H): 0.11, atom 91 (H): 0.11


> Which of these has the lowest frontier orbital gap?

C39H39N6O3RuS


> What is the formula in the first record?

C39H39N6O3RuS


> What is the frontier orbital gap in the first record?

3.59 eV


> Number 2 is which compound?

C39H39N7O2S2SeTl